Entry from OMol25: a single C25H30N4O3 molecule (the ωB97M-V functional and the def2-TZVPD basis).

structure (SMILES): CC1=CC=CN2C1=NC(=O)C[C@@]2(C)C(=O)N(CC(=O)NC1CCCC1)Cc1ccccc1
frontier orbital gap: 8.464 eV
electronic energy: -1415.4506 Eh
spin multiplicity: 1
E_LUMO: 0.0010 Eh
F_max: 0.87 eV Å⁻¹
energy above the lowest of the compared OMol25 structures with the same formula, charge and spin: 39.7 kcal/mol
net charge: 0
M: 434.5 Da

CARTESIAN COORDINATES (ANGSTROEM)
C1 4.732 1.663 -2.137
C2 3.522 0.798 -2.059
C3 2.672 0.597 -3.103
C4 1.529 -0.219 -2.951
C5 1.335 -0.863 -1.773
N1 2.192 -0.708 -0.731
C6 3.242 0.185 -0.790
N2 3.909 0.570 0.256
C7 3.674 0.062 1.489
O1 3.956 0.644 2.513
C8 3.074 -1.352 1.527
C9 2.091 -1.660 0.382
C10 2.440 -3.047 -0.183
C11 0.635 -1.718 0.906
O2 0.011 -2.770 0.807
N3 0.084 -0.644 1.490
C12 -1.216 -0.818 2.124
C13 -2.398 -0.600 1.158
O3 -3.173 0.323 1.293
N4 -2.454 -1.543 0.203
C14 -3.438 -1.596 -0.865
C15 -3.393 -0.348 -1.776
C16 -4.716 0.377 -1.539
C17 -5.691 -0.762 -1.263
C18 -4.887 -1.672 -0.339
C19 0.625 0.703 1.586
C20 -0.357 1.710 1.040
C21 -1.077 2.539 1.888
C22 -2.006 3.427 1.378
C23 -2.222 3.499 0.013
C24 -1.495 2.688 -0.841
C25 -0.569 1.797 -0.330
H1 4.790 2.170 -3.096
H2 5.628 1.061 -1.991
H3 4.707 2.391 -1.329
H4 2.859 1.072 -4.054
H5 0.826 -0.338 -3.757
H6 0.495 -1.521 -1.606
H7 3.924 -2.037 1.471
H8 2.598 -1.502 2.497
H9 2.414 -3.781 0.617
H10 3.436 -3.024 -0.621
H11 1.726 -3.356 -0.943
H12 -1.306 -0.100 2.939
H13 -1.270 -1.837 2.519
H14 -1.767 -2.287 0.258
H15 -3.197 -2.492 -1.443
H16 -2.538 0.279 -1.530
H17 -3.310 -0.656 -2.819
H18 -5.010 0.994 -2.386
H19 -4.627 1.003 -0.652
H20 -6.617 -0.423 -0.801
H21 -5.935 -1.283 -2.191
H22 -5.259 -2.696 -0.319
H23 -4.913 -1.270 0.673
H24 0.843 0.922 2.638
H25 1.554 0.778 1.031
H26 -0.913 2.488 2.954
H27 -2.569 4.058 2.049
H28 -2.954 4.184 -0.386
H29 -1.654 2.745 -1.908
H30 -0.008 1.161 -1.001

Löwdin atomic charge list, values in e, 8 entries: -0.042 -0.186 -0.012 -0.055 -0.073 0.053 -0.229 0.179

---

Entry from OMol25: a single C25H30N4O4S molecule (the ωB97M-V functional and the def2-TZVPD basis).

structure (SMILES): CCCCn1c(SCC(=O)Nc2ccc(OC)cc2)nc2ccc(N3CCOCC3)cc2c1=O
frontier orbital gap: 7.981 eV
electronic energy: -1888.8616 Eh
spin multiplicity: 1
E_LUMO: 0.0175 Eh
F_max: 0.97 eV Å⁻¹
energy above the lowest of the compared OMol25 structures with the same formula, charge and spin: 16.4 kcal/mol
net charge: 0
M: 482.6 Da

CARTESIAN COORDINATES (ANGSTROEM)
C1 4.715 -2.497 3.060
C2 4.630 -0.988 2.865
C3 3.648 -0.311 3.821
C4 2.185 -0.702 3.594
N1 1.723 -0.381 2.256
C5 1.432 0.898 1.894
S1 1.449 2.150 3.139
C6 1.118 3.586 2.083
C7 -0.063 3.425 1.124
O1 -0.033 3.942 0.032
N2 -1.127 2.795 1.683
C8 -2.311 2.378 1.064
C9 -3.189 1.582 1.798
C10 -4.369 1.145 1.242
C11 -4.705 1.489 -0.068
O2 -5.898 1.008 -0.523
C12 -6.296 1.333 -1.832
C13 -3.828 2.279 -0.802
C14 -2.643 2.721 -0.240
N3 1.086 1.286 0.724
C15 0.973 0.358 -0.269
C16 0.593 0.750 -1.554
C17 0.465 -0.187 -2.549
C18 0.700 -1.557 -2.314
N4 0.519 -2.511 -3.298
C19 1.454 -3.609 -3.446
C20 0.719 -4.824 -4.016
O3 0.126 -4.513 -5.256
C21 -0.780 -3.447 -5.113
C22 -0.105 -2.185 -4.562
C23 1.066 -1.943 -1.026
C24 1.209 -1.003 -0.012
C25 1.592 -1.425 1.330
O4 1.785 -2.576 1.668
H1 3.788 -2.978 2.761
H2 5.517 -2.907 2.450
H3 4.919 -2.737 4.101
H4 4.345 -0.772 1.832
H5 5.617 -0.547 3.029
H6 3.902 -0.575 4.849
H7 3.745 0.773 3.724
H8 2.058 -1.780 3.712
H9 1.550 -0.181 4.318
H10 2.011 3.800 1.496
H11 0.930 4.413 2.771
H12 -0.996 2.434 2.620
H13 -2.941 1.305 2.814
H14 -5.054 0.531 1.804
H15 -6.406 2.414 -1.962
H16 -5.590 0.947 -2.575
H17 -7.264 0.854 -1.973
H18 -4.053 2.565 -1.817
H19 -1.970 3.335 -0.814
H20 0.416 1.797 -1.738
H21 0.199 0.151 -3.538
H22 1.903 -3.863 -2.488
H23 2.255 -3.324 -4.147
H24 1.415 -5.643 -4.205
H25 -0.052 -5.153 -3.303
H26 -1.189 -3.257 -6.107
H27 -1.595 -3.740 -4.432
H28 -0.873 -1.426 -4.412
H29 0.633 -1.820 -5.293
H30 1.232 -2.976 -0.767

Löwdin atomic charge list, values in e, 8 entries: -0.102 -0.250 -0.196 -0.169 0.013 -0.543 1.020 -0.343

---

Entry from OMol25: a molecular structure, C25H30N5O2ReS2 at a distorted geometry (the ωB97M-V functional and the def2-TZVPD basis).

frontier orbital gap (spin up / spin down): 5.070 / 5.403 eV
electronic energy: -2268.6719 Eh
spin multiplicity: 2
E_LUMO (spin up / spin down): -0.4131 / -0.4013 Eh
F_max: 1.04 eV Å⁻¹
energy above the lowest of the compared OMol25 structures with the same formula, charge and spin: 3.1 kcal/mol
net charge: +3
M: 682.9 Da

CARTESIAN COORDINATES (ANGSTROEM)
Re1 -0.724 -0.381 -0.855
O1 -1.922 -1.692 -2.175
C1 -2.187 -3.025 -1.693
C2 -1.358 -3.252 -0.472
C3 -1.271 -4.505 0.084
C4 -0.484 -4.700 1.209
C5 0.205 -3.621 1.763
C6 0.076 -2.389 1.187
N1 -0.698 -2.199 0.081
H1 -2.404 -1.502 -2.990
H2 -1.929 -3.759 -2.453
H3 -3.245 -3.132 -1.449
H4 -1.811 -5.328 -0.370
H5 -0.402 -5.686 1.648
H6 0.838 -3.740 2.631
H7 0.578 -1.521 1.582
C7 4.917 2.592 -1.472
C8 4.636 1.655 -0.309
N2 3.204 1.722 0.114
C9 2.928 2.609 1.270
C10 3.052 1.873 2.596
C11 2.313 0.980 -0.491
S1 0.609 1.197 0.075
N3 2.692 0.213 -1.506
C12 1.991 -0.567 -2.267
O2 0.681 -0.842 -2.086
C13 2.608 -1.229 -3.389
C14 3.981 -1.069 -3.627
C15 4.575 -1.736 -4.678
C16 3.810 -2.559 -5.499
C17 2.442 -2.704 -5.287
C18 1.841 -2.047 -4.233
H8 5.976 2.533 -1.726
H9 4.692 3.629 -1.215
H10 4.334 2.312 -2.351
H11 5.224 1.932 0.563
H12 4.869 0.628 -0.566
H13 1.946 3.059 1.156
H14 3.655 3.416 1.213
H15 2.293 1.090 2.686
H16 2.919 2.576 3.420
H17 4.035 1.414 2.701
H18 4.563 -0.422 -2.986
H19 5.633 -1.618 -4.867
H20 4.285 -3.095 -6.313
H21 1.855 -3.327 -5.950
H22 0.780 -2.153 -4.060
N4 -2.206 1.486 2.085
C19 -3.162 1.214 1.213
S2 -2.846 0.361 -0.319
N5 -4.410 1.540 1.393
C20 -5.082 2.071 2.559
C21 -4.614 1.892 3.856
C22 -5.361 2.398 4.911
C23 -6.546 3.072 4.673
C24 -7.008 3.227 3.374
C25 -6.280 2.720 2.313
H23 -1.250 1.267 1.861
H24 -2.381 2.109 2.863
H25 -5.014 1.401 0.591
H26 -3.729 1.312 4.075
H27 -5.018 2.246 5.926
H28 -7.117 3.467 5.502
H29 -7.941 3.742 3.185
H30 -6.637 2.846 1.295

Löwdin atomic charge list, values in e, 8 entries: 1.103 -0.221 -0.094 -0.205 0.041 0.046 0.009 -0.065

---

Entry from OMol25: a molecular structure, C25H31B2N4O17Pb3 at a distorted geometry (the ωB97M-V functional and the def2-TZVPD basis).

frontier orbital gap: 0.864 eV
electronic energy: -3096.1354 Eh
spin multiplicity: 1
E_LUMO: -0.4994 Eh
F_max: 7.85 eV Å⁻¹
net charge: +3
M: 1302.8 Da

CARTESIAN COORDINATES (ANGSTROEM)
Pb1 -2.323 -12.180 -24.969
Pb2 -0.102 -6.545 -26.591
Pb3 -0.212 -11.233 -30.186
O1 -3.951 -6.022 -23.213
C1 -4.604 -6.167 -22.152
O2 -4.983 -5.203 -21.290
B1 -5.793 -5.807 -20.192
O3 -5.634 -7.234 -20.420
C2 -5.035 -7.527 -21.592
O4 -4.869 -8.551 -22.223
O5 -7.174 -5.340 -20.342
C3 -7.496 -4.748 -19.289
O6 -8.542 -4.107 -19.197
C4 -6.271 -4.721 -18.310
O7 -5.284 -5.329 -18.882
O8 -6.231 -4.076 -17.251
O9 -5.689 -21.121 -27.490
C5 -5.685 -20.212 -28.386
O10 -5.669 -18.976 -28.034
B2 -5.417 -18.148 -29.246
O11 -5.080 -19.133 -30.281
C6 -5.433 -20.329 -29.870
O12 -5.155 -21.388 -30.454
O13 -4.343 -17.170 -29.171
C7 -4.698 -15.907 -29.445
O14 -3.960 -14.885 -29.421
C8 -6.221 -15.990 -29.847
O15 -6.631 -17.293 -29.555
O16 -6.927 -15.001 -30.098
C9 -4.497 -9.140 -27.970
O17 -3.137 -9.266 -27.723
H1 -4.909 -8.297 -27.415
H2 -4.620 -9.036 -29.048
H3 -4.891 -10.116 -27.688
C10 -7.498 -3.684 -28.516
C11 -7.131 -3.407 -27.033
C12 -5.746 -2.580 -26.872
C13 -4.486 -3.155 -27.469
N1 -3.553 -3.591 -27.993
H4 -7.555 -2.769 -29.107
H5 -8.545 -3.986 -28.559
H6 -6.875 -4.481 -28.920
H7 -6.923 -4.218 -26.334
H8 -8.001 -2.982 -26.532
H9 -5.650 -2.589 -25.786
H10 -5.919 -1.561 -27.218
C14 -10.526 -12.145 -25.250
C15 -10.498 -13.686 -25.127
C16 -9.267 -14.481 -25.691
C17 -7.999 -13.844 -25.174
N2 -7.005 -13.390 -24.791
H11 -11.088 -11.585 -24.503
H12 -10.887 -11.837 -26.231
H13 -9.512 -11.747 -25.234
H14 -11.437 -14.224 -25.260
H15 -10.296 -13.943 -24.087
H16 -9.349 -14.411 -26.775
H17 -9.283 -15.475 -25.244
C18 -5.440 -4.757 -34.643
C19 -3.988 -5.162 -34.291
C20 -4.020 -5.561 -32.773
C21 -2.733 -6.186 -32.278
N3 -1.790 -6.630 -31.894
H18 -5.533 -4.503 -35.699
H19 -5.795 -3.880 -34.101
H20 -6.286 -5.411 -34.433
H21 -3.299 -4.335 -34.467
H22 -3.623 -5.976 -34.917
H23 -4.806 -6.253 -32.468
H24 -4.216 -4.593 -32.312
C22 -8.490 -10.248 -32.953
C23 -7.766 -10.316 -34.256
C24 -6.505 -11.315 -34.235
C25 -5.170 -11.023 -33.690
N4 -4.077 -10.741 -33.272
H25 -7.672 -10.068 -32.255
H26 -8.969 -11.158 -32.593
H27 -9.146 -9.378 -32.949
H28 -7.442 -9.360 -34.666
H29 -8.527 -10.550 -35.001
H30 -6.480 -11.705 -35.253
H31 -6.765 -12.261 -33.760

Löwdin atomic charge list, values in e, 8 entries: 1.243 1.260 1.195 0.068 -0.320 0.224 -0.831 0.246

---

Entry from OMol25: a molecular structure, C25H31BFIN5O3RbS3 (the ωB97M-V functional and the def2-TZVPD basis).

frontier orbital gap: 4.996 eV
electronic energy: -3112.0199 Eh
spin multiplicity: 1
E_LUMO: 0.1246 Eh
F_max: 0.42 eV Å⁻¹
energy above the lowest of the compared OMol25 structures with the same formula, charge and spin: 0.0 kcal/mol
net charge: -2
M: 787.9 Da

CARTESIAN COORDINATES (ANGSTROEM)
Rb1 -1.856 -0.258 0.341
C1 5.967 0.187 -2.273
C2 5.923 0.233 -0.750
C3 6.883 -0.800 -0.176
C4 6.846 -0.786 1.342
C5 5.437 -1.010 1.815
C6 5.185 -1.617 3.027
C7 3.876 -1.801 3.449
F1 3.674 -2.404 4.646
C8 2.811 -1.393 2.698
C9 3.044 -0.780 1.463
C10 1.855 -0.338 0.675
O1 0.735 -0.532 1.123
C11 2.189 0.332 -0.567
C12 3.487 0.467 -0.916
N1 4.568 -0.002 -0.229
C13 4.358 -0.598 1.011
C14 1.168 0.899 -1.572
O2 1.625 1.720 -2.397
O3 0.004 0.464 -1.476
H1 7.010 0.213 -2.593
H2 5.456 1.026 -2.739
H3 5.514 -0.737 -2.638
H4 6.258 1.226 -0.422
H5 7.887 -0.579 -0.544
H6 6.602 -1.791 -0.546
H7 7.213 0.181 1.703
H8 7.504 -1.552 1.757
H9 6.001 -1.953 3.655
H10 1.786 -1.528 3.018
H11 3.675 1.003 -1.836
C15 -1.541 3.141 -2.734
N2 -2.091 3.033 -1.401
C16 -1.351 3.216 -0.252
C17 -2.201 3.067 0.786
N3 -3.459 2.788 0.281
B1 -4.702 2.525 1.211
N4 -4.660 1.023 1.645
C18 -5.224 0.009 0.886
C19 -4.918 -1.175 1.455
N5 -4.164 -0.887 2.576
C20 -3.590 -1.890 3.448
C21 -4.007 0.466 2.695
S1 -3.087 1.235 3.905
C22 -3.391 2.760 -1.074
S2 -4.635 2.448 -2.193
H12 -1.061 4.115 -2.854
H13 -2.361 3.048 -3.441
H14 -0.796 2.362 -2.890
H15 -0.295 3.411 -0.301
H16 -2.040 3.103 1.850
H17 -4.590 3.228 2.183
H18 -5.712 2.704 0.582
H19 -5.758 0.244 -0.018
H20 -5.082 -2.194 1.148
H21 -4.374 -2.390 4.019
H22 -2.912 -1.384 4.131
H23 -3.048 -2.616 2.833
I1 -3.583 -5.084 1.346
C23 -2.245 -3.372 0.670
H24 -1.280 -3.748 1.058
H25 -2.198 -3.648 -0.397
C24 -4.769 -1.423 -3.164
S3 -3.023 -1.500 -2.725
C25 -2.396 -0.162 -3.757
H26 -5.181 -0.453 -2.881
H27 -5.275 -2.215 -2.613
H28 -4.900 -1.588 -4.235
H29 -2.427 -0.438 -4.813
H30 -1.370 0.015 -3.435
H31 -2.989 0.735 -3.578

Löwdin atomic charge list, values in e, 8 entries: 0.802 -0.051 -0.321 -0.160 -0.142 -0.151 0.030 -0.263

---

Entry from OMol25: a molecular structure, C25H31BMnN7O4 (the ωB97M-V functional and the def2-TZVPD basis).

frontier orbital gap: 7.474 eV
electronic energy: -2831.5677 Eh
spin multiplicity: 2
E_LUMO: 0.0822 Eh
F_max: 0.73 eV Å⁻¹
energy above the lowest of the compared OMol25 structures with the same formula, charge and spin: 0.0 kcal/mol
net charge: -1
M: 559.3 Da

CARTESIAN COORDINATES (ANGSTROEM)
Mn1 0.002 0.304 -0.060
C1 -2.380 0.823 3.392
C2 -0.866 0.734 3.593
C3 -0.345 -0.680 3.361
C4 -0.130 1.766 2.782
C5 0.102 3.100 3.147
C6 0.874 3.617 2.131
N1 1.080 2.651 1.229
N2 0.458 1.514 1.614
B1 1.949 2.663 -0.038
N3 1.119 2.685 -1.327
C7 0.935 3.673 -2.211
C8 0.171 3.184 -3.247
C9 -0.080 1.845 -2.907
N4 0.491 1.564 -1.740
C10 -0.772 0.818 -3.759
C11 -0.983 -0.510 -3.048
C12 0.020 0.609 -5.055
N5 2.797 1.370 -0.047
C13 4.133 1.304 -0.056
C14 4.504 -0.016 -0.074
C15 3.295 -0.728 -0.070
N6 2.256 0.118 -0.064
C16 3.194 -2.224 -0.055
C17 1.767 -2.707 -0.088
C18 3.908 -2.789 1.177
H1 -2.895 0.163 4.094
H2 -2.657 0.525 2.382
H3 -2.741 1.841 3.543
H4 -0.653 0.992 4.636
H5 -0.475 -0.986 2.325
H6 -0.907 -1.392 3.969
H7 0.714 -0.765 3.613
H8 -0.225 3.597 4.045
H9 1.317 4.590 1.996
H10 2.672 3.628 -0.018
H11 1.379 4.641 -2.047
H12 -0.150 3.706 -4.132
H13 -1.752 1.227 -4.020
H14 -0.046 -0.869 -2.607
H15 -1.317 -1.273 -3.754
H16 -1.735 -0.438 -2.268
H17 0.984 0.141 -4.835
H18 0.217 1.551 -5.567
H19 -0.528 -0.045 -5.736
H20 4.717 2.209 -0.052
H21 5.503 -0.419 -0.085
H22 3.719 -2.589 -0.945
H23 1.258 -2.342 0.804
H24 1.724 -3.798 -0.072
H25 1.220 -2.358 -0.966
H26 3.410 -2.447 2.088
H27 4.948 -2.466 1.226
H28 3.887 -3.880 1.167
O1 -4.960 -4.820 0.357
C19 -5.187 -3.594 0.292
O2 -6.256 -2.962 0.350
C20 -3.915 -2.716 0.252
C21 -2.662 -3.296 0.395
C22 -1.530 -2.509 0.363
N7 -1.562 -1.177 0.181
C23 -2.781 -0.615 0.038
C24 -3.957 -1.340 0.074
C25 -2.778 0.881 -0.172
O3 -3.825 1.480 -0.351
O4 -1.599 1.398 -0.126
H29 -2.604 -4.368 0.526
H30 -0.563 -2.960 0.490
H31 -4.905 -0.833 -0.035

Löwdin atomic charge list, values in e, 8 entries: 0.740 -0.034 -0.353 -0.063 -0.251 -0.007 -0.064 -0.007

---

Question: What is the F_max in the third record?
Answer: 1.04 eV Å⁻¹